1.
A cluster of 2 separate species, C12H25Br2ClFN2 in total, computed with wB97M-V/def2-TZVPD.

CARTESIAN COORDINATES (ANGSTROEM)
F  2.8175  1.7934  -0.4674
C  3.5294  0.8354  -1.2034
C  2.9959  -0.5399  -0.8457
C  1.8248  -0.9005  -1.7527
N  0.9968  -2.0491  -1.3471
C  1.0146  -2.4505  0.0492
C  0.2260  -1.5256  0.9797
N  -1.1793  -1.4587  0.4519
C  -1.1782  -0.9233  -0.9623
C  -2.6112  -0.6500  -1.4207
C  -2.7866  0.6865  -2.1685
C  -1.9847  1.8184  -1.5416
Cl  -2.1320  1.7693  0.2499
C  -0.3740  -1.9149  -1.8054
H  4.5868  0.9478  -0.9613
H  3.3806  1.0794  -2.2591
H  3.7952  -1.2820  -0.9182
H  2.6937  -0.4817  0.2023
H  2.2264  -1.1278  -2.7453
H  1.2016  -0.0008  -1.8768
H  0.5692  -3.4524  0.1087
H  2.0343  -2.5551  0.4130
H  0.1953  -1.8951  2.0046
H  0.5920  -0.4961  0.9757
H  -1.5727  -2.4039  0.4497
H  -1.7749  -0.8610  1.0347
H  -0.6121  -0.0022  -0.8548
H  -3.2647  -0.6080  -0.5450
H  -2.9683  -1.4821  -2.0332
H  -2.5065  0.6024  -3.2226
H  -3.8480  0.9378  -2.1456
H  -0.9198  1.7287  -1.7546
H  -2.3055  2.8003  -1.8798
H  -0.3912  -1.5939  -2.8500
H  -0.8629  -2.8984  -1.7704
Br  0.9341  2.7916  2.1788
C  0.0333  3.0474  3.8783
C  -0.3253  1.7296  4.5181
Br  -1.7708  0.8103  3.5884
H  -0.8406  3.6590  3.6750
H  0.7237  3.5914  4.5182
H  -0.6760  1.8820  5.5359
H  0.5146  1.0420  4.5190

Values from the calculation:
LUMO level   -2.5 eV
Net charge   +1
Frontier orbital gap   9.6 eV


2.
A structure of composition C12H25MnNO5 in a non-equilibrium geometry, computed with wB97M-V/def2-TZVPD.

CARTESIAN COORDINATES (ANGSTROEM)
Mn  -0.0287  -0.0613  0.0104
C  2.2615  -1.5311  -1.0136
C  1.1532  -2.5540  -1.1206
O  0.0585  -2.0565  -0.2624
C  -1.2779  -2.0063  -0.8782
C  -2.2221  -1.3341  0.1208
O  -1.8400  0.0835  0.4175
C  -2.1293  1.1132  -0.6285
C  -1.1420  2.2695  -0.4625
O  0.2587  1.8184  -0.5993
C  0.8797  1.8357  -1.9342
C  2.0770  0.9257  -1.7964
O  1.5584  -0.2421  -1.0647
H  2.9692  -1.5959  -1.8372
H  2.7896  -1.5856  -0.0651
H  1.4598  -3.5254  -0.7413
H  0.7799  -2.6547  -2.1385
H  -1.6665  -3.0095  -1.0576
H  -1.2180  -1.5105  -1.8549
H  -2.1755  -1.8507  1.0756
H  -3.2462  -1.3842  -0.2451
H  -3.1308  1.5135  -0.4706
H  -2.1104  0.6558  -1.6223
H  -1.2137  2.6897  0.5381
H  -1.3990  3.0520  -1.1747
H  1.1740  2.8560  -2.1720
H  0.1681  1.4761  -2.6796
H  2.8824  1.3693  -1.2162
H  2.4453  0.6042  -2.7685
C  -0.3427  -0.3451  4.3064
N  0.9865  0.2286  4.0326
C  1.8486  0.5336  5.1961
C  1.3662  0.4628  2.8183
C  2.6842  1.1127  2.5343
O  0.5740  0.1453  1.8357
H  -0.5885  -0.1655  5.3476
H  -0.3389  -1.4195  4.1294
H  -1.0926  0.1269  3.6794
H  1.5331  -0.0880  6.0277
H  1.7482  1.5781  5.4854
H  2.8894  0.3187  4.9817
H  2.7564  2.0716  3.0495
H  2.7902  1.2781  1.4658
H  3.5135  0.4955  2.8811

Values from the calculation:
ΔE to the lowest compared entry with this formula, charge and spin   21.0 kcal per mole
LUMO level (spin up / spin down)   -13.2 / -11.8 eV
Net charge   +3
Multiplicity   5
Frontier orbital gap (spin up / spin down)   6.3 / 7.7 eV


3.
A structure of composition C12H25N2O2P2STi in a non-equilibrium geometry, computed with wB97M-V/def2-TZVPD.

CARTESIAN COORDINATES (ANGSTROEM)
C  1.3378  -2.9035  -0.9794
C  1.1935  -1.5836  -0.4548
N  0.0105  -1.2437  0.2036
C  -0.6867  -2.2256  0.8145
C  -0.5101  -3.5467  0.4134
C  0.4774  -3.8933  -0.5154
C  2.3045  -0.7311  -0.3980
P  2.2378  0.9097  0.2341
Ti  -0.3369  0.8570  0.6695
P  -2.4241  -0.1318  1.5061
C  -1.8156  -1.8547  1.7534
O  0.8376  -1.1283  -5.6978
O  0.3501  4.0449  -3.9929
H  2.1380  -3.1165  -1.7009
H  -1.2339  -4.2886  0.7732
H  0.5323  -4.9098  -0.9324
C  3.7587  0.7439  1.2898
C  2.8781  2.0857  -1.0737
H  -2.6538  -2.5145  1.5018
H  -1.5729  -1.9862  2.8281
H  1.7016  -0.9660  -5.3334
H  3.1702  -0.9461  -1.0428
C  -3.0248  0.4110  3.0872
C  -3.8491  -0.3139  0.4304
H  -1.7554  1.7712  -0.0385
H  -0.5361  3.7032  -3.7389
H  0.7386  3.2412  -4.3931
H  0.2731  -1.7181  -5.1425
H  0.5874  0.4767  1.8698
H  -1.4164  1.3246  -0.7216
H  4.7109  0.5908  0.7393
H  3.7735  1.7031  1.8259
H  3.6688  -0.1122  1.9897
H  3.7510  1.6809  -1.6091
H  2.1110  2.3553  -1.8107
H  3.1665  2.9884  -0.5105
H  -4.6383  -0.8777  0.9392
H  -4.2029  0.6929  0.1883
H  -3.5720  -0.8085  -0.5066
H  -4.0125  -0.0190  3.2477
H  -2.3415  0.1279  3.8865
H  -3.0899  1.4986  3.0673
S  -1.0283  4.7307  3.1887
C  -0.6180  3.4377  2.3941
N  -0.3896  2.4443  1.7516

Values from the calculation:
ΔE to the lowest compared entry with this formula, charge and spin   42.3 kcal per mole
LUMO level (spin up / spin down)   -0.4 / -0.7 eV
Multiplicity   2
Frontier orbital gap (spin up / spin down)   6.2 / 6.0 eV


4.
An isolated molecule of C12H25N3O3 in a non-equilibrium geometry, computed with wB97M-V/def2-TZVPD.

CARTESIAN COORDINATES (ANGSTROEM)
C  0.6951  0.0661  0.8908
C  0.4497  -0.4692  -0.5242
C  1.4418  1.4342  0.8503
C  2.9689  1.3285  0.6715
C  3.4869  0.8527  -0.6665
C  4.5319  -0.2553  -0.6261
C  -1.8530  0.7394  -0.8042
C  -1.5966  2.0937  -0.1524
C  -2.7205  -0.1815  0.0490
C  -4.0857  0.4585  0.3136
C  -2.8857  -1.5866  -0.5504
C  -3.6854  -2.5729  0.3247
H  2.2927  -1.1116  1.2904
H  0.8484  -1.7218  1.8023
H  -0.2721  0.2567  1.3531
H  1.0650  2.1001  0.0777
H  1.2521  1.9093  1.7715
H  3.4096  0.7553  1.5066
H  3.3664  2.3503  0.8505
H  3.9263  1.6938  -1.2342
H  2.6727  0.4794  -1.3091
H  5.3543  0.0273  0.0237
H  4.9452  -0.4161  -1.6282
H  3.2560  -1.8397  -0.6407
H  4.7089  -2.1132  0.1074
H  -0.5961  -0.2615  -2.1998
H  -2.3618  0.9197  -1.7624
H  -2.2047  -0.3261  1.0285
H  -4.7096  -0.1835  0.9353
H  -4.0289  1.4265  0.7263
H  -4.5785  0.5314  -0.6578
H  -1.8872  -2.0889  -0.6924
H  -3.3399  -1.5883  -1.5802
H  -3.7717  -3.5546  -0.1918
H  -4.7049  -2.1901  0.5506
H  -3.1296  -2.7609  1.2894
H  -1.1788  3.8872  -0.5839
N  1.3818  -0.8588  1.7523
N  3.9326  -1.4484  0.0072
N  -0.5538  0.1688  -1.2713
O  1.1418  -1.3089  -1.0808
O  -1.7387  2.3420  1.0343
O  -1.2449  3.0169  -1.0510

Values from the calculation:
SMILES string   CC[C@H](C)[C@H](NC(=O)[C@@H](N)CCCCN)C(=O)O
ΔE to the lowest compared entry with this formula, charge and spin   10.1 kcal per mole
LUMO level   0.6 eV
Frontier orbital gap   9.5 eV


5.
An isolated molecule of C12H25N5O3 in a non-equilibrium geometry, computed with wB97M-V/def2-TZVPD.

CARTESIAN COORDINATES (ANGSTROEM)
C  -0.7896  2.5803  -0.8533
C  -0.7806  1.1270  -0.7238
C  0.5537  3.1019  -0.2574
C  1.8158  2.2111  0.3841
C  1.4149  1.5345  1.6199
C  2.9232  3.1817  0.4063
C  -1.9928  -0.8988  -0.0313
C  -3.4180  -1.0799  -0.1538
C  -1.4737  -1.8428  1.0513
C  -0.4288  -2.6281  0.4057
C  0.8330  -1.7288  0.2482
C  3.1697  -1.9871  -0.1849
H  -2.7201  2.8211  -0.5528
H  -2.0180  4.2415  -0.4637
H  -0.7679  2.6756  -1.9191
H  0.8909  3.6820  -1.0871
H  0.3547  3.7659  0.5434
H  2.1532  1.3976  -0.4375
H  0.4472  0.9772  1.7439
H  1.4043  2.2426  2.3650
H  2.0807  0.7484  2.0099
H  3.9121  2.9275  0.8691
H  2.7362  4.0889  0.9033
H  3.1001  3.5388  -0.5846
H  -2.3780  1.3146  0.5665
H  -1.6417  -1.4825  -0.9455
H  -2.2764  -2.5171  1.4424
H  -1.1587  -1.4342  2.0242
H  -0.8558  -3.1502  -0.4249
H  -0.0149  -3.5374  0.7517
H  0.9301  -1.4264  -0.8125
H  0.7408  -0.9334  0.9844
H  2.0352  -3.1622  0.9503
H  4.2723  -0.5959  -0.5348
H  3.2994  -3.6636  -1.0474
H  4.6585  -2.7806  -1.4988
H  -4.9862  -0.9651  0.7599
N  -1.8709  3.2445  -0.2534
N  -1.7113  0.5914  0.1314
N  1.9443  -2.4408  0.2353
N  3.3009  -0.6502  -0.2191
N  3.9067  -2.9037  -0.7730
O  0.0617  0.4580  -1.2039
O  -3.9945  -1.5947  -1.1465
O  -4.0854  -0.7493  0.9854

Values from the calculation:
SMILES string   [H]/N=C(\N)NCCC[C@H](NC(=O)[C@@H](N)CC(C)C)C(=O)O
ΔE to the lowest compared entry with this formula, charge and spin   123.6 kcal per mole
LUMO level   0.6 eV
Frontier orbital gap   9.0 eV


6.
A structure of composition C12H25N5OS4Zr in a non-equilibrium geometry, computed with wB97M-V/def2-TZVPD.

CARTESIAN COORDINATES (ANGSTROEM)
Zr  0.0632  -1.0450  0.3088
O  -4.3044  -5.2579  3.5649
C  -3.5900  -4.6256  2.8679
S  -1.8732  -5.0160  2.5908
C  -1.5176  -3.6249  1.5887
C  -2.5393  -2.7748  1.2978
S  -2.4008  -1.3684  0.2755
S  -4.1041  -3.1533  1.9874
S  0.1145  -3.4225  1.0398
N  2.0878  -1.7902  -0.5394
C  3.1755  -0.7992  -0.3356
C  3.4557  -0.5839  1.1513
C  2.3238  0.1363  1.9149
C  1.4456  -0.7813  2.8008
N  0.0096  -0.5589  2.4905
H  2.3309  -2.6141  0.0333
H  2.1403  -2.1427  -1.5056
H  2.8803  0.1529  -0.8010
H  4.1014  -1.1356  -0.8183
H  4.3675  0.0135  1.2166
H  3.6827  -1.5451  1.6174
H  1.6820  0.6640  1.1818
H  2.7762  0.8982  2.5517
H  1.6499  -0.5858  3.8626
H  1.6656  -1.8453  2.6120
H  -0.2735  0.3557  2.8676
H  -0.5558  -1.2629  2.9883
C  -1.1329  1.6154  -3.7175
N  -0.5876  1.0537  -2.4936
C  -0.0323  -0.2812  -2.5951
C  -0.6881  1.6627  -1.2933
N  -0.3153  0.9985  -0.1910
N  -1.1725  2.9228  -1.2057
C  -1.9051  3.3335  -0.0200
C  -0.7372  4.0447  -2.0247
H  -1.5953  0.8229  -4.3011
H  -0.3510  2.0779  -4.3234
H  -1.9044  2.3466  -3.4986
H  -0.2394  -0.6573  -3.5982
H  -0.5247  -0.9874  -1.8641
H  1.0619  -0.2568  -2.4644
H  -0.4699  1.6073  0.6188
H  -1.2592  3.7763  0.7440
H  -2.4618  2.4896  0.3885
H  -2.6221  4.0949  -0.3266
H  0.0209  3.7481  -2.7413
H  -0.2957  4.7960  -1.3650
H  -1.5820  4.5045  -2.5382

Values from the calculation:
ΔE to the lowest compared entry with this formula, charge and spin   37.1 kcal per mole
LUMO level   -7.1 eV
Net charge   +2
Frontier orbital gap   6.1 eV


7.
A cluster of 2 separate species, C12H26BF3N5O2S in total in a non-equilibrium geometry, computed with wB97M-V/def2-TZVPD.

CARTESIAN COORDINATES (ANGSTROEM)
C  1.5115  -4.0109  -0.5130
C  0.3518  -3.0645  -1.2314
S  0.0416  -1.6412  -0.0023
C  -1.0449  -0.3482  -0.8146
N  -2.2408  -0.9241  -1.5766
B  -2.2308  -0.6610  -3.1010
O  -1.9515  0.6895  -3.6822
O  -2.4670  -1.8506  -3.9857
C  -3.2560  -1.6316  -0.9372
N  -3.3339  -1.9794  0.5530
C  -4.6320  -2.7491  0.6724
C  -4.9559  -3.2844  2.1884
F  -5.9640  -2.3414  2.7949
F  -5.4497  -4.6905  2.2571
F  -3.6432  -3.2239  2.9341
N  -5.3740  -2.8741  -0.6398
N  -4.5311  -2.2289  -1.5676
H  1.3233  -3.9199  0.6496
H  2.5457  -3.4990  -0.7254
H  1.4180  -5.1114  -0.8999
H  0.7044  -2.5865  -2.2494
H  -0.6885  -3.6233  -1.3416
H  -1.5153  0.3126  0.0587
H  -0.4017  0.3286  -1.5433
H  -1.3296  0.5523  -4.4727
H  -3.4457  -1.8246  -4.2123
H  -6.2955  -3.3423  -0.7772
H  -4.8440  -2.1707  -2.5736
C  2.8459  0.4794  2.0791
C  3.5368  1.7978  1.7418
N  3.0875  2.3994  0.4831
C  3.9410  3.5038  0.0314
C  3.9968  4.7537  0.9021
C  1.6475  2.6335  0.3528
C  0.9774  3.5224  1.3947
H  2.9545  -0.2445  1.2641
H  3.2975  0.0431  2.9764
H  1.7804  0.6160  2.2863
H  4.6104  1.5834  1.6684
H  3.4104  2.4855  2.5856
H  3.6503  3.7946  -0.9860
H  4.9643  3.1184  -0.0729
H  3.0885  5.3546  0.8080
H  4.8306  5.3887  0.5790
H  4.1577  4.5220  1.9577
H  1.1403  1.6609  0.3595
H  1.4317  3.0374  -0.6451
H  1.2960  3.2903  2.4145
H  -0.1085  3.3778  1.3550
H  1.1620  4.5808  1.2035

Values from the calculation:
LUMO level   -5.0 eV
Net charge   +1
Frontier orbital gap   4.8 eV


8.
A structure of composition C12H26Cs3N2O11S2 in a non-equilibrium geometry, computed with wB97M-V/def2-TZVPD.

CARTESIAN COORDINATES (ANGSTROEM)
Cs  -4.6610  0.6852  -4.1707
Cs  4.4024  -1.7837  3.6864
Cs  -5.8196  2.0540  4.3287
S  -1.1627  -0.5032  0.7874
O  -1.1844  -0.6639  2.2681
O  0.2184  -0.3817  0.4245
O  -1.8011  -1.6458  0.0881
O  -1.9522  0.6914  0.4880
C  -3.1630  -5.4510  5.9945
C  -2.7412  -4.7688  7.2926
O  -2.8650  -5.4179  8.3723
N  -2.3466  -3.5404  7.2333
C  -2.0997  -2.6996  8.3736
H  -4.2217  -5.2917  5.7897
H  -3.2541  -6.5344  6.0718
H  -2.5413  -5.2221  5.1290
H  -2.2007  -3.0775  6.3475
H  -1.3188  -1.9524  8.2324
H  -1.6410  -3.3140  9.1484
H  -3.0126  -2.1913  8.6837
C  -1.4679  -7.7704  -1.9113
C  -0.0878  -7.4798  -2.5383
O  0.3708  -8.2804  -3.3524
N  0.4488  -6.3119  -2.3386
C  1.6525  -5.6877  -2.7693
H  -1.2634  -8.4670  -1.0983
H  -2.1708  -8.2743  -2.5746
H  -1.9365  -6.8372  -1.5987
H  -0.1115  -5.6368  -1.8382
H  1.3990  -5.0998  -3.6515
H  2.4743  -6.3790  -2.9557
H  1.8547  -5.0167  -1.9345
C  1.4725  7.2147  1.9099
C  1.8538  5.7245  2.0046
O  3.1808  5.6761  2.5262
S  4.0197  7.0432  2.0999
O  4.5553  6.8568  0.7473
O  4.9461  7.4277  3.1296
O  2.6099  7.9471  2.0638
H  0.7866  7.6170  2.6554
H  1.0943  7.3018  0.8913
H  1.8498  5.4119  0.9604
H  1.1582  5.0884  2.5520
C  1.8264  4.7309  -5.9945
C  1.4424  5.3649  -7.3165
C  -0.0094  4.8203  -7.4339
O  0.1142  3.4946  -6.8712
C  1.3550  3.3058  -6.1604
H  1.2538  5.2066  -5.1983
H  2.9066  4.7465  -5.8495
H  2.0912  5.0811  -8.1452
H  1.4357  6.4542  -7.2788
H  -0.2003  4.7173  -8.5021
H  -0.7489  5.4132  -6.8956
H  2.0156  2.6727  -6.7528
H  1.1947  2.9322  -5.1490

Values from the calculation:
LUMO level   -3.3 eV
Net charge   +1
Frontier orbital gap   3.0 eV